# 1
20
Properties=species:S:1:pos:R:3:forces:R:3:nbo_charge:R:1 method="wB97M-V/def2-TZVPD" charge=+1 homo_lumo_gap_ha=0.374 energy_ev=-10406.61950 e_lumo_ev=-3.687 de_lowest_kcal_mol=117.6
C -2.70736 -0.02146 0.51152 0.0 -0.7 0.2 -0.19
C -2.25525 -1.13320 0.42463 -0.5 -0.2 -0.6 0.11
N -1.58982 -2.31229 0.11771 -2.2 -0.8 0.7 -0.57
C -0.29850 -2.18900 -0.11419 1.2 1.2 -1.0 0.41
N 0.30021 -1.02135 -0.21196 -0.6 -3.7 -0.3 -0.36
C 1.58056 -0.54375 -0.58350 1.7 -0.3 -1.1 -0.22
C 0.51658 0.41169 -0.09451 1.8 -1.9 1.3 0.19
C -0.12546 1.19952 -1.09314 -3.1 -0.9 0.6 -0.65
C 0.63522 0.72764 1.34081 2.2 3.4 0.1 -0.62
H -3.14221 0.95599 0.60966 0.1 -0.3 0.1 0.27
H -2.09188 -3.27503 0.00231 1.2 2.6 0.5 0.48
H 0.22386 -3.11975 -0.33460 0.3 0.4 0.0 0.24
H 2.49825 -0.86545 -0.05444 -0.9 0.4 0.3 0.24
H 1.78802 -0.54954 -1.67485 -0.4 0.1 0.7 0.23
H 0.28775 1.11607 -2.01881 1.5 0.6 -2.5 0.24
H -0.47837 2.09189 -0.72864 0.2 2.8 0.4 0.25
H -1.09987 0.75064 -1.21552 -0.5 -0.4 -0.3 0.25
H 1.17210 -0.07454 1.83168 -0.2 0.1 0.5 0.23
H 1.23218 1.73054 1.43242 -0.5 -1.9 -0.2 0.24
H -0.26291 1.05298 1.78808 -1.3 -0.4 0.6 0.24

# 2
6
Properties=species:S:1:pos:R:3:forces:R:3:mulliken_spin:R:1 method="wB97M-V/def2-TZVPD" charge=0 homo_lumo_gap_ha="0.260 / 0.243" energy_ev=-51838.33892 e_lumo_ev="-1.477 / -1.577" multiplicity=2 de_lowest_kcal_mol=5.0
O 1.19080 0.63885 -0.73377 1.7 2.8 2.3 0.18
C 0.67633 1.29977 0.25474 -1.1 -2.3 -1.8 0.39
C -0.39141 1.29527 0.99050 0.8 0.9 0.4 0.41
C -1.12064 -1.20515 0.96715 1.2 -1.0 -1.3 0.00
O -0.42180 -1.63407 0.14681 -1.5 0.7 1.5 0.00
Cu 0.06672 -0.39467 -1.62543 -1.1 -1.1 -1.1 0.02

# 3
87
Properties=species:S:1:pos:R:3:forces:R:3:mulliken_charge:R:1 method="wB97M-V/def2-TZVPD" charge=0 homo_lumo_gap_ha=0.298 energy_ev=-884481.63300 e_lumo_ev=-0.408 de_lowest_kcal_mol=547.2
Br 0.51640 2.18237 -0.91683 2.0 8.0 -2.8 -0.02
C 2.51234 2.35377 -1.05658 -0.9 3.3 -0.3 -1.46
C 2.82063 3.85508 -1.46375 0.0 -1.5 0.3 -0.80
Br 4.76840 3.82547 -1.81245 -0.7 0.2 -0.1 -0.17
H 2.77869 1.55682 -1.75086 -1.3 2.9 0.2 0.05
H 2.89092 2.16874 -0.05131 0.7 -0.3 -1.2 1.63
H 2.65441 4.60470 -0.69010 0.1 -0.5 0.3 0.45
H 2.23115 4.18544 -2.31902 0.6 -0.3 -0.2 0.31
Br -0.62605 -0.22492 2.40760 -3.9 -2.4 -3.5 0.14
C -1.18175 -0.29589 0.51666 6.1 -1.1 -0.4 -0.49
C 0.12319 -0.20114 -0.27365 -0.1 -2.2 1.6 0.33
Br -0.31049 -0.50718 -2.19856 0.0 -0.9 1.2 0.40
H -1.85278 0.53152 0.28600 1.9 -1.1 1.3 0.57
H -1.52935 -1.31480 0.34608 2.1 1.0 -0.3 -0.26
H 0.83848 -0.97837 -0.00464 -1.1 0.3 0.1 0.19
H 0.66048 0.72864 -0.08679 -0.6 -3.6 -0.1 -0.07
Br 0.65525 -2.97605 -0.96183 -4.6 -4.7 2.1 0.30
C -0.14653 -3.87554 0.57194 -3.2 0.6 0.0 -0.74
C -1.61626 -4.13383 0.29176 1.4 -1.9 -1.1 -1.10
Br -2.39436 -5.24385 1.79268 2.7 0.0 -3.3 -0.12
H -0.10268 -3.12008 1.35645 -0.2 -0.5 0.2 0.71
H 0.49779 -4.69913 0.87962 -2.3 -0.1 -0.7 0.73
H -1.62145 -4.79419 -0.57542 -0.4 -0.1 0.1 0.69
H -2.14222 -3.23327 -0.02517 -0.5 -0.3 0.7 0.26
Br 1.93334 -0.18629 3.57195 3.8 -4.0 2.4 -0.23
C 2.50183 -1.98888 2.93878 -0.3 -0.4 -0.6 -1.17
C 2.03010 -2.32405 1.47560 1.1 1.1 1.4 2.18
Br 2.31580 -4.20221 1.07658 3.2 -0.4 4.2 -0.24
H 2.08269 -2.66719 3.68194 0.0 0.0 -0.2 0.55
H 3.58868 -1.99548 3.02122 -0.2 0.0 -0.1 0.48
H 2.63371 -1.77110 0.75587 0.2 -0.2 0.6 0.36
H 1.00278 -2.04991 1.23567 0.7 -0.2 1.0 -2.59
Br -4.34701 -4.80150 3.52952 -2.8 1.4 1.8 -0.27
C -4.57436 -3.27158 2.17940 1.0 -0.5 1.2 -0.85
C -3.28640 -2.39199 2.25506 -1.1 -0.3 -1.2 -0.13
Br -3.34807 -1.15009 0.68338 -7.6 -3.6 3.1 -0.10
H -5.51316 -2.77289 2.42040 0.3 0.1 0.2 0.51
H -4.72050 -3.86955 1.27986 0.4 0.5 -0.1 0.42
H -2.38642 -2.97735 2.06670 -0.4 0.4 0.6 -0.09
H -3.15746 -1.72768 3.10956 -0.4 -0.3 0.0 0.46
Br -3.21016 1.15488 -0.60978 -4.9 3.7 -0.5 0.02
C -4.76571 2.17537 0.15261 -0.5 -0.9 0.6 -0.59
C -5.86068 1.11057 0.43872 0.5 0.9 -0.4 -0.67
Br -7.52983 2.01265 1.08255 1.1 -0.6 -0.2 -0.17
H -5.09474 2.99812 -0.48216 0.2 -0.4 -0.4 0.46
H -4.34463 2.62042 1.05412 -0.2 -0.2 0.0 0.45
H -5.45654 0.35509 1.11253 -0.6 0.4 0.4 0.30
H -6.09629 0.56458 -0.47478 -0.3 0.3 0.0 0.42
C 1.57098 1.84601 1.65813 -0.3 0.4 0.6 -0.21
C 0.97325 2.60121 2.84444 -0.8 0.6 -1.6 0.35
C 0.08923 1.83182 3.82812 1.0 0.4 0.0 -0.71
O 0.61805 2.22256 5.07310 -0.1 0.5 0.6 -0.42
C 1.79087 2.89028 4.90904 1.5 -0.3 2.7 0.60
O 2.55314 3.12906 5.82700 -1.6 -0.1 -1.8 -0.58
O 2.03136 3.13347 3.62850 -0.1 0.3 -0.3 -0.39
H 0.76480 1.36275 1.10619 0.6 0.2 1.8 0.22
H 2.22982 1.09962 2.10189 0.2 1.0 -1.5 0.31
H 2.03921 2.39900 0.84384 -0.6 0.8 2.6 0.31
H 0.28726 3.38018 2.51170 0.6 0.7 -0.3 0.45
H 0.29262 0.78042 3.62497 -0.6 2.0 2.2 0.21
H -0.96886 2.03084 3.65795 0.1 0.2 0.6 0.40
C 3.15270 -0.04211 -2.32514 -0.5 -0.6 -1.3 -1.43
C 2.52197 -1.30704 -1.73834 1.0 2.5 -3.3 3.35
C 2.28681 -2.40242 -2.77812 -0.5 0.1 -1.0 -0.47
O 2.83149 -3.60357 -2.16549 1.7 1.4 -1.0 -0.27
C 3.62332 -3.16187 -1.15712 1.5 -1.9 1.7 0.39
O 4.24044 -3.86775 -0.37788 0.6 1.7 -3.5 -0.57
O 3.51829 -1.82342 -0.97358 1.4 -1.9 1.6 -0.66
H 2.43650 0.50163 -2.94118 0.2 -0.7 0.2 -0.83
H 3.94254 -0.28909 -3.03454 0.2 -0.2 0.2 0.76
H 3.49684 0.74703 -1.65662 1.8 -3.0 0.3 0.53
H 1.53410 -1.15733 -1.30267 2.2 0.6 0.2 -2.88
H 2.60705 -2.19322 -3.79879 0.8 -0.3 0.2 0.45
H 1.20310 -2.48733 -2.85850 0.5 -0.4 -0.9 0.53
C -1.80248 1.72633 -2.68521 0.1 1.5 -2.3 -1.30
C -1.00711 2.19727 -3.92377 -0.8 0.5 0.4 0.31
C -0.07872 3.42387 -3.69242 -2.0 -0.5 0.8 -0.40
O 1.14795 2.84095 -3.92843 2.8 3.3 -0.2 -0.37
C 1.12249 1.62495 -4.36878 3.0 -1.7 -0.2 0.62
O 2.12721 0.99253 -4.65670 -1.8 1.1 -0.8 -0.64
O -0.05675 1.15457 -4.21884 -2.7 -1.0 -1.7 -0.31
H -2.33041 0.78812 -2.85595 0.2 0.4 -0.5 0.76
H -2.55956 2.38599 -2.26122 0.7 0.9 -1.4 0.46
H -1.01293 1.57969 -1.94818 -1.8 0.2 -0.7 -0.82
H -1.57452 2.40730 -4.83043 -0.4 -0.5 0.1 0.49
H -0.13873 3.72921 -2.64778 0.1 0.2 -0.3 0.24
H -0.32435 4.29064 -4.30600 0.4 -0.2 -0.4 0.48

# 4
13
Properties=species:S:1:pos:R:3:forces:R:3:nbo_charge:R:1 method="wB97M-V/def2-TZVPD" charge=0 homo_lumo_gap_ha=0.388 smiles="C=CC.N" energy_ev=-4746.06207 e_lumo_ev=1.025 de_lowest_kcal_mol=24.1
C 2.41603 -0.49029 0.85074 0.5 -0.2 -1.3 -0.42
C 1.51223 -1.42080 1.11716 0.1 0.3 1.1 -0.16
C 0.03315 -1.17979 1.18488 0.3 0.2 -0.9 -0.66
H 3.42010 -0.81145 0.57131 0.0 0.2 0.6 0.19
H 2.19229 0.53315 0.55896 -0.3 -0.1 0.3 0.19
H 1.90223 -2.40209 1.38066 -0.3 -0.1 -0.3 0.19
H -0.31319 -1.43004 0.17293 -0.4 -0.2 0.3 0.22
H -0.18725 -0.11307 1.27666 0.0 -0.1 0.3 0.21
H -0.49657 -1.77032 1.92684 0.0 0.0 0.0 0.22
N -2.51768 2.11775 -2.28048 0.9 0.0 -0.9 -1.10
H -3.24206 2.06935 -2.97461 -0.4 -0.2 0.4 0.37
H -1.96741 2.94353 -2.46324 0.0 0.0 0.5 0.36
H -2.75187 1.95407 -1.32180 -0.4 0.2 0.0 0.37

# 5
13
Properties=species:S:1:pos:R:3:forces:R:3:nbo_charge:R:1 method="wB97M-V/def2-TZVPD" charge=0 homo_lumo_gap_ha=0.396 smiles="C#C[C@H](C=O)CO" energy_ev=-9374.08763 e_lumo_ev=0.790 de_lowest_kcal_mol=69.4
C 2.03176 -0.91297 0.76208 -0.1 0.2 -0.4 -0.24
C 1.25162 -0.38146 0.01752 0.4 -1.1 -0.4 0.01
C 0.11121 0.13870 -0.76105 0.3 -0.1 0.4 -0.44
C 0.11087 1.60082 -0.32533 0.2 0.3 0.6 0.44
O 0.63062 1.87006 0.72905 -0.6 0.7 -0.3 -0.50
C -1.12191 -0.69863 -0.27276 -0.1 -0.2 -0.2 -0.03
O -1.85612 -0.08174 0.75062 0.1 0.0 0.3 -0.71
H 2.77275 -1.33419 1.40066 -0.1 0.0 0.0 0.24
H 0.18324 0.04261 -1.85835 0.3 0.0 0.5 0.25
H -0.27396 2.41136 -0.96505 -0.3 -0.3 -0.1 0.14
H -0.69956 -1.65721 0.05521 -0.3 0.1 -0.1 0.19
H -1.82016 -0.90173 -1.08762 0.1 0.2 0.0 0.18
H -1.32037 -0.09563 1.55502 -0.1 0.1 -0.1 0.48

# 6
34
Properties=species:S:1:pos:R:3:forces:R:3:mulliken_spin:R:1 method="wB97M-V/def2-TZVPD" charge=-1 homo_lumo_gap_ha="0.162 / 0.165" energy_ev=-54693.46914 e_lumo_ev="1.715 / 1.715" multiplicity=2 de_lowest_kcal_mol=0.0
Ce 0.21627 0.67701 -0.91553 0.8 2.2 2.4 0.89
Cl 2.71114 0.48418 -0.38700 1.9 -0.2 1.0 0.00
Cl -2.24858 1.46304 -0.97763 -1.7 0.4 0.3 0.00
C 0.69130 1.92918 -2.48193 0.0 0.3 -2.0 -0.11
H -0.21995 1.87772 -3.13778 0.3 0.5 0.3 0.01
H 1.48811 1.39222 -3.06211 0.0 0.4 0.4 0.01
C -0.78244 -1.68652 -1.23823 -2.1 -1.9 2.1 0.13
C -0.21504 -1.10430 -2.27290 1.8 1.5 -3.2 0.05
H -1.62177 -1.20631 -0.66029 0.4 -0.6 -1.1 -0.02
C 1.21029 -1.44662 -2.80730 -0.2 -0.8 -0.4 0.00
H -0.58740 -0.15793 -2.78685 -0.2 -1.2 0.1 0.04
C 1.18705 -2.97766 -2.90771 -0.2 0.1 -0.2 0.00
H 1.40886 -0.97358 -3.78575 -0.5 -0.2 0.3 0.00
H 2.09024 -1.09736 -2.20601 -1.1 -0.2 0.1 0.00
C 0.85047 -3.60217 -1.54410 0.3 -0.2 0.3 0.00
H 0.39514 -3.19305 -3.62726 -0.1 -0.3 0.0 0.00
H 2.10032 -3.41402 -3.34883 -0.1 0.2 0.5 0.00
C -0.43332 -3.08719 -0.82386 0.8 -0.2 -0.2 -0.01
H 0.78891 -4.68897 -1.67522 0.0 0.1 0.2 0.00
H 1.70160 -3.41035 -0.87668 -0.1 0.0 -0.1 0.00
H -1.26214 -3.77633 -1.02725 -0.1 0.2 -0.2 0.01
H -0.28603 -3.14756 0.26043 0.1 0.0 -0.1 0.01
N -1.76578 4.33906 6.36041 0.9 -1.6 -2.5 0.00
C -1.41642 3.73906 5.41153 -0.8 1.4 2.3 0.00
C -0.99351 3.00801 4.23698 -0.1 -0.4 -0.4 0.00
C 0.19887 3.31630 3.58159 0.3 0.1 -0.2 0.00
C 0.53820 2.62179 2.41400 -0.4 -0.2 0.0 0.00
N -0.25749 1.68475 1.86276 0.1 0.1 0.8 0.00
C -1.37163 1.33878 2.53543 0.2 0.5 0.1 0.00
C -1.78164 1.97310 3.71766 0.2 -0.1 -0.3 0.00
H 0.86160 4.09635 3.96156 -0.2 -0.3 -0.1 0.00
H 1.48523 2.82552 1.89969 -0.5 -0.1 0.1 0.00
H -1.97552 0.53431 2.10567 0.2 0.4 0.0 -0.01
H -2.70493 1.66956 4.20249 0.2 0.1 -0.1 0.00